(1)
Computed, not measured: 9 unconnected molecules or ions with the total composition C11H32FN10O18 at a distorted geometry, with ωB97M-V with the def2-TZVPD basis set.

Last column: Löwdin charge in e.
Cartesian coordinates (Å):
C (-0.67776, 2.17736, -0.02713)  -0.0069
C (-1.89110, 1.49327, -0.73783)  -0.2853
F (-1.38516, 0.46286, -1.55045)  0.0044
N (-2.64234, 2.42395, -1.66321)  0.1362
C (-3.34367, 3.55024, -0.95573)  -0.1001
O (-4.73195, 3.31570, -0.71179)  -0.0938
N (-5.01502, 1.97981, -0.45712)  -0.0211
O (-4.99807, 1.73593, 0.68931)  0.1452
H (-0.98936, 3.00523, 0.65819)  0.0822
H (0.01277, 2.55550, -0.82287)  0.1073
H (-0.21036, 1.39305, 0.62023)  0.0868
H (-2.58784, 1.00961, 0.00037)  0.1633
H (-1.90297, 2.86355, -2.23991)  0.1957
H (-3.23850, 1.90768, -2.33110)  0.1864
H (-3.29680, 4.43616, -1.65085)  0.1706
H (-2.83118, 3.89013, -0.01428)  0.1383
C (3.09753, 1.31699, 2.24140)  0.0404
N (1.83849, 2.00749, 1.86207)  -0.4010
O (1.82143, 2.65165, 0.83251)  0.0560
O (0.88502, 1.89007, 2.61099)  0.0240
H (3.84856, 1.51618, 1.48262)  0.1048
H (3.40881, 1.71352, 3.20516)  0.1057
H (2.88703, 0.25136, 2.30361)  0.0522
C (-0.96918, -2.63361, -3.22178)  0.0408
N (-0.14657, -3.31996, -4.24776)  -0.4360
O (-0.71340, -4.07781, -4.99899)  0.1017
O (1.04681, -3.06692, -4.25498)  0.0284
H (-2.00189, -2.95180, -3.33319)  0.1018
H (-0.57966, -2.91896, -2.24564)  0.0872
H (-0.87361, -1.56335, -3.38907)  0.0873
C (1.66154, -5.81168, -2.67202)  0.0503
N (1.25671, -5.89902, -1.24642)  -0.4464
O (1.93858, -6.57023, -0.50904)  0.0949
O (0.25719, -5.27954, -0.92157)  0.0302
H (2.55983, -6.40382, -2.82036)  0.1046
H (0.84058, -6.20020, -3.27168)  0.1065
H (1.84893, -4.76441, -2.89206)  0.0613
C (2.71616, -1.71442, -1.93084)  0.0539
N (3.18750, -1.98216, -0.54787)  -0.4308
O (3.57133, -3.10179, -0.30030)  0.0983
O (3.15797, -1.05749, 0.24607)  0.0342
H (2.80410, -2.62719, -2.51000)  0.0745
H (1.67778, -1.39623, -1.86756)  0.0880
H (3.34452, -0.93022, -2.34815)  0.1115
C (-0.96599, 3.61200, 4.19158)  0.0496
N (-1.94703, 4.57958, 3.63514)  -0.4382
O (-2.28172, 4.43223, 2.46765)  0.0179
O (-2.34675, 5.44560, 4.37390)  0.1025
H (-0.70457, 2.90398, 3.41340)  0.0498
H (-0.09184, 4.17517, 4.51101)  0.1125
H (-1.43882, 3.10843, 5.03235)  0.1101
C (0.86912, -2.35046, 2.47698)  0.0516
N (2.03091, -2.35838, 3.40050)  -0.4287
O (2.46095, -3.43389, 3.74652)  0.0959
O (2.47081, -1.27675, 3.74549)  0.0391
H (0.58973, -3.37774, 2.25843)  0.1012
H (0.05726, -1.82599, 2.97712)  0.1020
H (1.17682, -1.83151, 1.57107)  0.0718
C (-7.03211, 3.34358, -3.44172)  0.0497
N (-6.22605, 2.68003, -4.49691)  -0.4493
O (-6.80309, 1.96266, -5.27575)  0.1087
O (-5.02520, 2.90953, -4.49596)  0.0185
H (-8.07268, 3.05342, -3.55423)  0.1037
H (-6.63889, 3.01068, -2.48482)  0.0688
H (-6.91643, 4.41832, -3.56551)  0.1089
C (6.03704, -1.80473, 3.89939)  0.0483
N (6.01400, -0.44417, 3.30362)  -0.4416
O (5.50778, 0.44662, 3.95686)  0.0502
O (6.50280, -0.31765, 2.20122)  0.0655
H (5.56793, -1.76470, 4.87801)  0.0979
H (5.48480, -2.46371, 3.23269)  0.0970
H (7.07844, -2.10864, 3.98098)  0.1032

The value obtained for the energy is -2438.9292 a.u. The calculation puts the LUMO energy at -0.1750 hartree. For the HOMO energy, the calculation gives -0.4709 hartree. As for the net charge: +1. The gap between HOMO and LUMO comes out at 8.05 eV.

(2)
Computed, not measured: 3 unconnected molecules or ions with the total composition C11H33B4N3O7 at a distorted geometry, with ωB97M-V with the def2-TZVPD basis set.

Last column: natural (NBO) charge in e.
Cartesian coordinates (Å):
C (3.27610, 0.12289, -3.15117)  -0.6486
C (2.20675, 0.85429, -4.15912)  -0.4144
C (1.08396, 1.78802, -3.37214)  -0.2230
N (0.00863, 2.09777, -4.42657)  -0.9355
B (-1.33881, 1.92084, -3.74269)  1.3234
O (-1.98441, 3.11296, -3.09331)  -0.9279
B (-3.35936, 3.25967, -3.68940)  0.9808
O (-3.71004, 2.20920, -4.70940)  -0.9004
B (-3.45151, 0.93659, -3.94851)  0.8203
B (-4.75184, 0.10763, -3.36328)  0.9335
O (-4.86317, 0.03183, -1.86395)  -0.9448
O (-5.77067, -0.48401, -4.28773)  -0.9252
O (-2.02610, 0.58098, -3.76442)  -0.9062
H (3.06002, -1.01353, -2.95945)  0.2145
H (3.29452, 0.68049, -2.10143)  0.2151
H (4.36504, 0.21050, -3.62962)  0.2131
H (2.80143, 1.49652, -4.95778)  0.2093
H (1.61204, 0.02815, -4.74002)  0.2166
H (1.56966, 2.80477, -2.98126)  0.2049
H (0.59565, 1.24119, -2.44921)  0.1943
H (0.10506, 3.13291, -4.61435)  0.3818
H (-4.12242, 4.10656, -3.34183)  -0.0851
H (-4.60232, -0.88652, -1.55171)  0.5030
H (-5.39535, -1.40482, -4.47828)  0.4944
C (0.39769, 0.95676, 0.32639)  -0.2495
O (1.44541, 1.86084, 0.01214)  -0.5581
C (1.72308, 2.82209, 1.03423)  -0.0742
C (2.61556, 2.29260, 2.17979)  -0.0811
C (1.87491, 1.38577, 3.16024)  -0.6253
N (3.79028, 1.57656, 1.66048)  -0.8234
H (-0.39066, 1.42711, 0.92245)  0.1748
H (0.80110, 0.08418, 0.84439)  0.1780
H (-0.04131, 0.60586, -0.61225)  0.1793
H (2.26604, 3.63389, 0.53331)  0.1833
H (0.79409, 3.26201, 1.41577)  0.1681
H (2.96767, 3.16134, 2.74865)  0.1895
H (1.70983, 0.38200, 2.76540)  0.2124
H (2.45515, 1.27046, 4.08265)  0.2175
H (0.90354, 1.81084, 3.43150)  0.2042
H (4.33591, 2.21920, 1.08546)  0.3506
H (3.45026, 0.88227, 0.98919)  0.3561
C (0.49798, -1.83728, 4.37272)  -0.2499
O (0.13781, -1.96336, 3.00589)  -0.5560
C (0.17070, -3.30349, 2.50717)  -0.0755
C (-1.08535, -4.13873, 2.84467)  -0.0815
C (-1.12484, -4.62242, 4.29266)  -0.6158
N (-2.32051, -3.39509, 2.55531)  -0.8223
H (1.26956, -2.55610, 4.66593)  0.1723
H (-0.38706, -1.94634, 5.00301)  0.1671
H (0.88867, -0.82749, 4.52944)  0.1922
H (0.22736, -3.20846, 1.41515)  0.1827
H (1.09035, -3.81160, 2.82054)  0.1682
H (-1.06567, -5.03129, 2.20807)  0.1901
H (-1.40587, -3.83491, 4.99377)  0.2041
H (-1.86424, -5.42336, 4.40493)  0.2209
H (-0.15381, -5.02332, 4.59955)  0.2038
H (-2.33521, -3.16129, 1.56209)  0.3477
H (-2.24133, -2.48415, 3.01596)  0.3560

Its SMILES is CCCNB1OBOB(B(O)O)O1.COC[C@@H](C)N.COC[C@@H](C)N. The value obtained for the energy is -1229.4323 a.u. The calculation puts the LUMO energy at -0.0057 hartree. For the HOMO energy, the calculation gives -0.3429 hartree. The gap between HOMO and LUMO comes out at 9.17 eV.

(3)
Computed, not measured: 7 unconnected molecules or ions with the total composition C11H34BF3O8S at a distorted geometry, with ωB97M-V with the def2-TZVPD basis set.

Last column: natural (NBO) charge in e.
Cartesian coordinates (Å):
O (-16.36836, -30.38746, 15.00520)  -0.8706
H (-16.80002, -31.23886, 14.69768)  0.5672
H (-16.24589, -29.65927, 14.30761)  0.5597
H (-15.54076, -30.64002, 15.46577)  0.5730
B (-15.17983, -29.52310, 10.50202)  -0.8242
H (-14.03343, -29.36838, 10.65027)  -0.0332
H (-15.61551, -28.43368, 10.47213)  -0.0685
H (-15.42247, -30.16204, 9.56039)  -0.0172
H (-15.59810, -30.21220, 11.33516)  0.0122
C (-11.23390, -31.26361, 13.72577)  0.6986
F (-11.45290, -30.24910, 12.88665)  -0.3252
F (-10.36150, -32.09115, 13.14182)  -0.3350
F (-10.70560, -30.75416, 14.85622)  -0.3522
S (-12.88957, -32.15366, 14.12078)  2.3255
O (-13.70039, -31.12864, 14.77616)  -1.0468
O (-13.36761, -32.52984, 12.80797)  -0.9414
O (-12.48180, -33.29552, 14.95872)  -1.0080
C (-18.18469, -33.42407, 13.95699)  -0.2143
O (-17.01363, -32.80761, 13.54299)  -0.9521
H (-19.02593, -33.25403, 13.26007)  0.0960
H (-18.09224, -34.50073, 14.20056)  0.0959
H (-18.52702, -33.03426, 14.94573)  0.0650
C (-14.51453, -30.45098, 19.79297)  -0.6488
C (-15.22331, -29.72262, 18.67812)  0.0916
C (-14.47973, -28.45284, 18.25838)  -0.6310
O (-15.22312, -30.61158, 17.53930)  -0.7350
H (-13.43954, -30.60587, 19.69211)  0.2140
H (-15.03302, -31.41358, 19.80145)  0.2208
H (-14.60684, -29.99190, 20.78093)  0.2030
H (-16.27230, -29.48752, 18.85514)  0.1782
H (-14.36013, -27.77221, 19.10656)  0.1866
H (-15.00388, -27.88534, 17.48631)  0.2203
H (-13.50552, -28.66722, 17.81697)  0.2221
H (-14.44694, -31.17684, 17.63109)  0.4834
C (-19.71563, -29.97382, 14.71548)  -0.6352
C (-20.04631, -29.92495, 16.20230)  0.0974
C (-18.96442, -29.36086, 17.12207)  -0.6337
O (-21.20011, -29.08978, 16.40194)  -0.7455
H (-20.57183, -30.26829, 14.10497)  0.1979
H (-18.88536, -30.66963, 14.60338)  0.2461
H (-19.45410, -28.99727, 14.30282)  0.2128
H (-20.29584, -30.90948, 16.61398)  0.1536
H (-19.25216, -29.09216, 18.14091)  0.2031
H (-18.65088, -28.37771, 16.75019)  0.2013
H (-18.05219, -29.95419, 17.18752)  0.2315
H (-21.85397, -29.34800, 15.74650)  0.4574
C (-16.46649, -26.47605, 14.22267)  -0.6184
C (-15.45094, -27.27060, 13.41977)  0.0903
C (-14.13622, -27.44314, 14.18290)  -0.6287
O (-16.00442, -28.55760, 13.14889)  -0.8145
H (-17.11015, -25.91024, 13.54961)  0.2033
H (-15.91488, -25.77628, 14.85681)  0.1872
H (-17.03818, -27.10360, 14.90786)  0.2061
H (-15.18500, -26.66779, 12.54778)  0.1762
H (-13.27363, -27.65456, 13.54816)  0.2310
H (-14.22208, -28.23302, 14.93022)  0.2141
H (-13.80641, -26.50596, 14.64763)  0.1734
H (-15.66736, -28.78646, 12.22957)  0.5835

The value obtained for the energy is -1763.9504 a.u. The calculation puts the LUMO energy at 0.1554 hartree. The value obtained for the energy above the lowest of the compared OMol25 structures with the same formula, charge and spin is 0.0 kcal per mole. For the HOMO energy, the calculation gives -0.0361 hartree. As for the net charge: -2. The gap between HOMO and LUMO comes out at 5.21 eV.